Molecular formula: C6H17N3S
Method: DFT, the ωB97M-V functional and the def2-TZVPD basis

ORCA input file:
```
! wB97M-V def2-TZVPD RIJCOSX def2/J DEFGRID3
* xyz 2 1
C -1.913 0.122 -0.213
C 2.830 1.738 0.017
C 0.334 1.156 -1.462
C -0.664 -0.158 1.922
C 1.730 0.850 0.773
C 0.479 0.748 -0.044
N -2.069 -0.989 -0.904
N -0.759 -3.295 -0.621
N -0.631 0.163 0.545
S -2.981 1.426 -0.053
H 3.753 1.806 0.606
H 2.525 2.823 -0.076
H 3.045 1.280 -0.936
H 1.253 1.431 -1.782
H -0.373 2.099 -1.424
H -0.339 0.466 -2.003
H -0.790 0.720 2.526
H -1.515 -0.895 2.100
H 0.245 -0.724 2.195
H 2.201 -0.253 0.909
H 1.517 1.361 1.759
H -2.073 2.375 0.146
H -1.318 -2.326 -0.672
H -2.773 -1.048 -1.539
H -0.318 -3.594 -1.480
H 0.010 -3.175 0.114
H -1.407 -4.108 -0.403
*
```

Computed properties:
Molar mass in g/mol: 163.29
LUMO in eV: -7.946
Kohn-Sham gap in eV: 9.77
E_HOMO in eV: -17.72

***

Molecular formula: C6H17N4OP
Method: DFT, the ωB97M-V functional and the def2-TZVPD basis

ORCA input file:
```
! wB97M-V def2-TZVPD RIJCOSX def2/J DEFGRID3
* xyz 0 1
C 1.913 0.865 1.129
C 0.923 2.493 -0.351
C 1.276 -2.318 -0.671
C -0.469 -1.782 1.228
C -2.084 1.061 0.594
C -2.472 -0.116 -1.468
N 2.817 -0.025 -1.039
N 0.806 1.209 0.450
N 0.363 -1.480 0.101
N -1.450 0.230 -0.404
O 3.058 0.282 0.084
P 0.186 0.013 -0.754
H 2.307 1.793 1.470
H 1.646 -0.020 1.714
H 1.619 2.481 -1.108
H 0.021 2.693 -0.837
H 1.373 3.119 0.388
H 0.693 -2.816 -1.541
H 2.226 -1.777 -1.048
H 1.704 -3.078 0.084
H -0.896 -2.790 1.016
H 0.228 -1.949 2.058
H -1.271 -0.900 1.414
H -1.805 2.015 0.353
H -3.164 0.797 0.636
H -1.581 0.825 1.555
H -1.835 -0.531 -2.173
H -3.169 -0.967 -0.950
H -2.964 0.674 -1.928
*
```

Computed properties:
Molar mass in g/mol: 192.20
LUMO (spin up / spin down) in eV: 0.732 / 0.740
Kohn-Sham gap (spin up / spin down) in eV: 7.45 / 7.47
E_HOMO (spin up / spin down) in eV: -6.71 / -6.73

***

Molecular formula: C6H17NO
Method: DFT, the ωB97M-V functional and the def2-TZVPD basis

ORCA input file:
```
! wB97M-V def2-TZVPD RIJCOSX def2/J DEFGRID3
* xyz 0 1
C -1.663 2.988 0.266
C -0.548 1.882 0.541
C -0.437 0.804 -0.611
C 0.835 -0.010 -0.670
C 0.782 -0.968 -1.903
N 1.199 -0.363 0.778
C 1.775 -1.635 0.981
H -2.617 2.616 0.271
H -1.410 3.353 -0.787
H -1.513 3.769 0.903
H -0.823 1.301 1.568
H 0.406 2.340 0.483
H -0.555 1.263 -1.644
H -1.268 0.182 -0.518
H 1.777 0.615 -0.765
H -0.067 -1.569 -1.986
H 1.634 -1.737 -1.841
H 0.952 -0.513 -2.890
H 0.406 -0.261 1.467
H 1.030 -2.382 1.054
H 2.451 -1.852 1.921
H 2.507 -1.860 0.138
O -1.655 -2.622 0.735
H -1.033 -3.188 1.220
H -2.166 -2.153 1.290
*
```

Computed properties:
Molar mass in g/mol: 119.21
LUMO in eV: 0.687
Kohn-Sham gap in eV: 8.98
E_HOMO in eV: -8.29

***

Molecular formula: C6H17NO
Method: DFT, the ωB97M-V functional and the def2-TZVPD basis

ORCA input file:
```
! wB97M-V def2-TZVPD RIJCOSX def2/J DEFGRID3
* xyz 0 1
C -2.056 1.664 -0.389
C -1.241 0.641 0.417
C 0.252 0.731 0.178
C 1.155 0.456 1.392
C 0.688 -0.009 -1.127
C 0.462 -1.520 -1.151
N 2.034 0.335 -1.499
H -2.043 2.621 0.134
H -3.113 1.426 -0.504
H -1.630 1.770 -1.388
H -1.566 -0.352 0.187
H -1.532 0.773 1.450
H 0.524 1.769 -0.045
H 0.705 0.741 2.327
H 1.393 -0.614 1.498
H 2.122 0.920 1.244
H -0.043 0.424 -1.816
H 1.316 -2.082 -0.796
H -0.372 -1.803 -0.499
H 0.156 -1.872 -2.135
H 2.765 -0.278 -1.193
H 2.183 0.821 -2.359
O -0.614 -2.425 2.325
H -1.045 -2.669 1.499
H -0.500 -1.469 2.249
*
```

Computed properties:
Molar mass in g/mol: 119.21
LUMO in eV: 0.891
Kohn-Sham gap in eV: 9.77
E_HOMO in eV: -8.88

***

Molecular formula: C6H17NO2SSi
Method: DFT, the ωB97M-V functional and the def2-TZVPD basis

ORCA input file:
```
! wB97M-V def2-TZVPD RIJCOSX def2/J DEFGRID3
* xyz 0 1
C 2.099 1.121 -0.297
C 0.458 0.221 -1.895
C -0.382 1.610 -0.004
C 0.334 -0.346 2.646
C 1.740 -2.232 0.238
C 0.599 0.516 -0.402
N -3.736 0.985 -0.023
O -4.592 -0.312 -2.038
O -1.092 -1.681 0.403
Si 0.399 -1.012 0.782
S -4.716 0.897 -1.212
H 2.010 1.619 0.711
H 2.981 0.538 -0.367
H 2.194 1.965 -0.993
H 0.946 0.832 -2.641
H -0.596 0.283 -2.328
H 0.805 -0.782 -2.143
H 0.104 2.497 0.555
H -0.960 1.810 -0.874
H -1.112 1.090 0.640
H -0.462 -0.894 3.151
H 1.385 -0.240 2.995
H -0.101 0.668 2.640
H 1.910 -3.105 0.840
H 1.676 -2.566 -0.828
H 2.609 -1.664 0.523
H -1.244 -2.022 -0.478
H -3.259 0.204 0.398
*
```

Computed properties:
Molar mass in g/mol: 195.36
LUMO in eV: -0.770
Kohn-Sham gap in eV: 8.69
E_HOMO in eV: -9.46

***

Molecular formula: C6H17NSi
Method: DFT, the ωB97M-V functional and the def2-TZVPD basis

ORCA input file:
```
! wB97M-V def2-TZVPD RIJCOSX def2/J DEFGRID3
* xyz 0 1
C 1.937 -0.861 1.327
C 1.996 -1.562 -1.079
C -2.937 -0.976 -0.140
C -3.289 1.501 0.396
C 1.318 -0.657 -0.052
C -2.686 0.450 -0.458
N 2.792 1.949 0.126
Si 1.446 1.163 -0.633
H 1.435 -0.250 2.074
H 1.850 -1.905 1.633
H 2.994 -0.602 1.316
H 3.051 -1.312 -1.177
H 1.528 -1.452 -2.056
H 1.916 -2.606 -0.785
H -2.339 -1.634 -0.765
H -2.720 -1.203 0.911
H -3.992 -1.229 -0.290
H -2.794 1.567 1.376
H -4.340 1.282 0.592
H -3.214 2.480 -0.074
H 0.266 -0.952 0.006
H -1.855 0.715 -1.092
H 3.070 2.852 -0.222
H 2.863 1.932 1.132
H 1.704 1.310 -2.067
*
```

Computed properties:
Molar mass in g/mol: 131.29
LUMO (spin up / spin down) in eV: 0.001 / 0.769
Kohn-Sham gap (spin up / spin down) in eV: 7.37 / 7.36
E_HOMO (spin up / spin down) in eV: -7.37 / -6.59

***

Molecular formula: C6H17NiO7S2
Method: DFT, the ωB97M-V functional and the def2-TZVPD basis

ORCA input file:
```
! wB97M-V def2-TZVPD RIJCOSX def2/J DEFGRID3
* xyz 1 3
Ni 2.042 1.515 1.048
O 0.352 1.628 0.176
H -0.525 1.839 -0.200
O 2.468 -0.214 0.033
S 2.730 -1.671 0.060
O 4.016 -2.218 -0.333
O 2.361 -2.077 1.630
C 2.376 -3.419 2.185
C 3.215 -3.488 3.450
C 1.400 -2.569 -0.713
H 3.021 -4.044 1.567
H 1.386 -3.875 2.178
H 3.346 -4.522 3.769
H 2.557 -2.889 4.080
H 4.193 -3.035 3.292
H 1.374 -2.469 -1.798
H 0.515 -2.113 -0.269
H 1.445 -3.614 -0.408
O -4.973 2.429 -0.747
S -4.030 1.529 -1.346
O -4.484 0.493 -2.241
O -2.795 2.401 -2.083
C -2.169 3.585 -1.481
C -1.163 3.988 -2.541
C -3.075 0.781 0.041
H -1.685 3.340 -0.535
H -2.747 4.486 -1.275
H -1.562 4.033 -3.554
H -0.344 3.273 -2.457
H -0.579 4.908 -2.554
H -3.579 -0.022 0.578
H -2.980 1.642 0.702
H -2.108 0.370 -0.251
*
```

Computed properties:
Molar mass in g/mol: 324.02
<S²>: 2.011
LUMO (spin up / spin down) in eV: -5.816 / -7.297
Kohn-Sham gap (spin up / spin down) in eV: 7.76 / 6.28
E_HOMO (spin up / spin down) in eV: -13.58 / -13.57

***

Molecular formula: C6H18BCaF6O3
Method: DFT, the ωB97M-V functional and the def2-TZVPD basis

ORCA input file:
```
! wB97M-V def2-TZVPD RIJCOSX def2/J DEFGRID3
* xyz -1 1
Ca -1.001 -0.232 -0.694
B 1.027 -2.500 -0.695
F 1.499 -3.359 -1.670
F 1.602 -2.785 0.552
F 1.270 -1.117 -1.036
F -0.405 -2.559 -0.609
F -2.554 1.386 -0.177
F -2.699 -1.139 -1.929
C 2.132 2.245 1.693
C 1.601 0.943 1.118
O 0.168 0.972 0.943
H 3.209 2.171 1.874
H 1.667 2.491 2.652
H 1.990 3.082 1.005
H 1.906 0.105 1.752
H 2.039 0.777 0.140
H -0.225 1.404 1.705
C 0.484 3.032 -3.364
C 0.386 2.146 -2.130
O -0.201 0.869 -2.497
H 1.248 2.636 -4.042
H 0.848 4.033 -3.096
H -0.461 3.154 -3.884
H -0.247 2.542 -1.339
H 1.406 1.964 -1.776
H 0.316 0.515 -3.227
C -2.070 -3.456 1.969
C -1.471 -2.124 2.353
O -1.843 -1.091 1.441
H -1.969 -4.181 2.781
H -1.620 -3.818 1.050
H -3.141 -3.324 1.794
H -0.381 -2.157 2.344
H -1.774 -1.835 3.369
H -2.737 -0.790 1.629
*
```

Computed properties:
Molar mass in g/mol: 303.08
LUMO in eV: 2.678
Kohn-Sham gap in eV: 7.72
E_HOMO in eV: -5.05

***

Molecular formula: C6H18BCdN3O2Si
Method: DFT, the ωB97M-V functional and the def2-TZVPD basis

ORCA input file:
```
! wB97M-V def2-TZVPD RIJCOSX def2/J DEFGRID3
* xyz 2 1
N -2.785 -0.371 -2.753
C -2.128 -0.259 -1.703
N -2.543 -0.992 -0.567
N -0.974 0.609 -1.508
C 0.088 0.484 -2.520
C 1.334 -0.320 -2.095
C 1.165 -1.306 -0.938
C 1.888 -0.836 0.360
Si 0.860 -1.237 1.878
C 0.692 0.450 2.911
B -0.402 1.473 2.253
O -1.471 1.868 3.056
O -0.321 2.016 1.057
H -2.392 0.214 -3.492
H -2.242 -1.957 -0.607
H -2.181 -0.542 0.262
H -1.306 1.564 -1.484
H 0.425 1.483 -2.742
H -0.279 0.079 -3.446
H 1.649 -0.886 -2.953
H 2.155 0.347 -1.869
H 0.139 -1.559 -0.737
H 1.643 -2.224 -1.230
H 2.174 0.205 0.270
H 2.797 -1.406 0.468
H 1.498 -2.235 2.752
H -0.499 -1.703 1.573
H 0.526 0.213 3.994
H 1.718 0.901 2.824
H -2.232 2.024 2.465
H 0.245 1.539 0.420
Cd 0.758 2.364 4.100
*
```

Computed properties:
Molar mass in g/mol: 315.54
LUMO in eV: -12.314
Kohn-Sham gap in eV: 2.38
E_HOMO in eV: -14.70

***

Molecular formula: C6H18BrFeO3
Method: DFT, the ωB97M-V functional and the def2-TZVPD basis

ORCA input file:
```
! wB97M-V def2-TZVPD RIJCOSX def2/J DEFGRID3
* xyz 1 5
Fe -1.854 -4.041 1.096
Br -1.128 -1.799 0.831
C 0.285 -0.607 -4.558
C 0.404 -0.910 -3.086
O -0.858 -0.577 -2.476
H 1.191 -0.857 -5.107
H 0.073 0.455 -4.689
H -0.557 -1.139 -5.004
H 1.193 -0.294 -2.640
H 0.649 -1.955 -2.874
H -0.881 -0.968 -1.601
C -3.415 1.341 3.962
C -1.985 1.138 3.514
O -1.827 1.500 2.135
H -4.113 0.686 3.444
H -3.727 2.368 3.767
H -3.476 1.254 5.050
H -1.672 0.098 3.657
H -1.324 1.777 4.101
H -1.776 0.696 1.616
C 3.540 0.627 -0.608
C 2.333 0.242 0.190
O 2.142 -1.179 0.073
H 4.434 0.114 -0.254
H 3.730 1.692 -0.446
H 3.413 0.465 -1.676
H 1.443 0.795 -0.132
H 2.469 0.489 1.250
H 1.295 -1.410 0.462
*
```

Computed properties:
Molar mass in g/mol: 273.96
<S²>: 6.008
LUMO (spin up / spin down) in eV: -8.239 / -8.506
Kohn-Sham gap (spin up / spin down) in eV: 4.38 / 4.11
E_HOMO (spin up / spin down) in eV: -12.62 / -12.61

***

Molecular formula: C6H18Cl3O3S3V
Method: DFT, the ωB97M-V functional and the def2-TZVPD basis

ORCA input file:
```
! wB97M-V def2-TZVPD RIJCOSX def2/J DEFGRID3
* xyz -1 4
V 0.227 1.691 0.473
Cl -1.937 2.733 1.048
Cl 1.259 3.222 -1.102
Cl 1.716 1.927 2.535
C -1.321 1.488 -3.319
S -1.183 -0.033 -2.280
O -0.752 0.631 -0.950
C -2.928 -0.579 -1.917
H -1.985 2.137 -2.748
H -1.892 1.293 -4.227
H -0.506 2.128 -3.656
H -3.377 -0.879 -2.863
H -3.562 0.192 -1.480
H -2.970 -1.342 -1.139
C 3.359 -1.634 0.198
S 2.595 -0.559 -1.124
O 1.695 0.330 -0.228
C 4.048 0.482 -1.633
H 3.789 -0.968 0.946
H 4.368 -1.964 -0.052
H 2.812 -2.462 0.648
H 4.748 -0.015 -2.305
H 4.540 0.921 -0.766
H 3.592 1.288 -2.208
C -2.488 -1.747 2.037
S -0.761 -1.281 2.283
O -0.328 -0.195 1.323
C -1.016 -0.423 3.859
H -2.390 -2.326 1.119
H -3.216 -0.948 1.898
H -2.959 -2.283 2.862
H -1.986 -0.674 4.289
H -0.934 0.660 3.946
H -0.255 -0.813 4.535
*
```

Computed properties:
Molar mass in g/mol: 391.71
<S²>: 3.755
LUMO (spin up / spin down) in eV: 2.134 / 2.117
Kohn-Sham gap (spin up / spin down) in eV: 4.49 / 6.56
E_HOMO (spin up / spin down) in eV: -2.36 / -4.45

***

Molecular formula: C6H18Cl6InNO2P
Method: DFT, the ωB97M-V functional and the def2-TZVPD basis

ORCA input file:
```
! wB97M-V def2-TZVPD RIJCOSX def2/J DEFGRID3
* xyz -1 1
N -0.710 0.148 1.230
In -1.236 1.937 0.157
P -3.794 2.214 -0.052
O -4.256 0.645 -0.462
O -4.345 2.292 1.535
H -1.426 -0.578 1.218
H -0.498 0.312 2.212
H -0.638 1.719 -1.497
H -0.409 3.285 0.899
H -3.601 -0.016 -0.203
H -4.125 1.504 2.049
Cl -1.512 -3.340 0.557
C 0.046 -2.688 -0.053
C 0.125 -2.717 -1.551
Cl 0.221 -4.385 -2.219
H 0.843 -3.272 0.405
H 0.097 -1.647 0.296
H 1.027 -2.202 -1.876
H -0.742 -2.244 -2.006
Cl 4.583 -5.998 -1.830
C 3.626 -5.614 -3.287
C 4.059 -4.315 -3.924
Cl 3.642 -2.909 -2.914
H 2.581 -5.571 -2.991
H 3.778 -6.432 -3.990
H 3.538 -4.190 -4.872
H 5.133 -4.295 -4.096
Cl -2.345 4.977 2.540
C -0.689 5.391 3.016
C -0.620 6.595 3.921
Cl -1.060 8.117 3.087
H -0.113 5.532 2.105
H -0.283 4.529 3.546
H 0.399 6.724 4.282
H -1.295 6.491 4.768
*
```

Computed properties:
Molar mass in g/mol: 494.72
LUMO in eV: 2.271
Kohn-Sham gap in eV: 5.84
E_HOMO in eV: -3.57

***

| no. | electronic energy (Eh) |
| --- | --- |
| 1 | -800.60732 |
| 2 | -874.15789 |
| 3 | -368.70468 |
| 4 | -368.78131 |
| 5 | -1131.70453 |
| 6 | -582.95426 |
| 7 | -3069.72102 |
| 8 | -1767.24514 |
| 9 | -1035.54334 |
| 10 | -4302.44678 |
| 11 | -3984.30507 |
| 12 | -3737.33368 |